Entry 1:
Here is a 12-piece molecular cluster, C29H70Br10Cl6N4O4 overall from the Open Molecules 2025 dataset. Energies are from ωB97M-V with the def2-TZVPD basis set.

Properties
energy above the lowest of the compared OMol25 structures with the same formula, charge and spin	2.6776	eV
E_tot	-30167.9992	Eh
LUMO level	0.2	eV
highest occupied orbital energy	-8.78	eV
frontier orbital gap	8.96	eV
structure (SMILES)	COC[C@H](C)N.COC[C@H](C)N.COC[C@H](C)N.COC[C@H](C)N.BrCCBr.BrCCBr.BrCCBr.BrCCBr.BrCCBr.ClCCl.ClCCl.ClCCl

Element x y z (Å)
C -1.342 3.447 -2.499
O -1.040 4.700 -3.063
C -0.483 5.650 -2.157
C -1.544 6.739 -1.734
C -2.682 6.103 -0.914
N -2.097 7.383 -2.902
H -0.391 2.925 -2.389
H -1.983 2.983 -3.249
H -1.988 3.475 -1.622
H -0.044 5.206 -1.263
H 0.388 6.134 -2.599
H -1.038 7.451 -1.083
H -3.424 5.693 -1.600
H -3.216 6.846 -0.321
H -2.300 5.469 -0.115
H -2.538 6.597 -3.359
H -1.274 7.643 -3.427
C 1.863 2.573 6.745
O 2.570 3.101 5.681
C 2.041 4.132 4.984
C 1.373 3.812 3.754
C 2.156 2.986 2.838
N 0.734 4.890 3.042
H 1.027 1.900 6.554
H 1.587 3.300 7.509
H 2.361 1.855 7.397
H 1.360 4.699 5.619
H 2.875 4.818 4.837
H 0.572 3.100 3.956
H 1.711 2.743 1.872
H 2.482 2.028 3.244
H 3.057 3.545 2.587
H 0.216 5.412 3.735
H 0.102 4.401 2.425
C 5.457 4.088 -4.433
O 4.074 3.907 -4.105
C 3.639 2.544 -3.967
C 2.136 2.574 -3.393
C 1.718 1.184 -2.883
N 1.324 3.135 -4.481
H 5.929 3.713 -3.525
H 5.688 5.125 -4.680
H 5.724 3.405 -5.239
H 3.797 2.065 -4.934
H 4.231 2.027 -3.212
H 1.951 3.219 -2.535
H 2.184 1.128 -1.900
H 1.931 0.266 -3.431
H 0.648 1.143 -2.679
H 0.401 3.491 -4.279
H 1.923 3.844 -4.880
C -0.573 -3.645 -1.646
O -0.438 -2.911 -0.411
C -0.054 -1.536 -0.579
C -0.318 -0.747 0.768
C -0.098 0.759 0.719
N 0.331 -1.318 1.919
H -0.496 -4.724 -1.510
H 0.247 -3.388 -2.317
H -1.557 -3.454 -2.077
H 0.991 -1.309 -0.788
H -0.603 -1.079 -1.402
H -1.343 -0.845 1.127
H 0.916 1.112 0.910
H -0.661 1.291 1.486
H -0.320 1.300 -0.201
H 1.253 -1.440 1.526
H 0.082 -2.297 1.885
Br 1.603 -4.619 -4.331
C 1.128 -5.891 -5.828
C -0.278 -6.595 -5.634
Br -0.706 -7.715 -7.158
H 2.003 -6.540 -5.835
H 1.042 -5.284 -6.730
H -1.087 -5.875 -5.510
H -0.254 -7.310 -4.811
Br 0.468 -4.928 2.384
C -0.674 -5.182 4.038
C 0.180 -5.801 5.175
Br -0.999 -6.462 6.561
H -1.482 -5.835 3.708
H -1.148 -4.294 4.456
H 0.657 -4.897 5.554
H 0.807 -6.601 4.782
Br -1.542 1.014 4.886
C -3.024 -0.127 4.103
C -3.739 0.603 2.999
Br -5.043 -0.593 2.100
H -3.665 -0.416 4.936
H -2.412 -1.016 3.950
H -2.948 0.783 2.271
H -4.197 1.560 3.249
Br 5.640 -0.770 -2.435
C 4.746 -1.252 -0.757
C 3.775 -2.501 -0.835
Br 3.160 -2.978 0.979
H 4.084 -0.408 -0.560
H 5.509 -1.422 0.003
H 4.184 -3.363 -1.363
H 2.886 -2.239 -1.410
Br -2.952 -9.441 -4.276
C -3.950 -7.799 -4.551
C -3.942 -6.959 -3.238
Br -2.087 -6.295 -2.959
H -4.987 -8.053 -4.770
H -3.479 -7.333 -5.416
H -4.278 -7.630 -2.448
H -4.601 -6.091 -3.210
Cl -3.549 5.104 2.774
C -4.084 4.070 1.511
Cl -2.742 2.958 0.918
H -4.937 3.436 1.752
H -4.442 4.702 0.698
Cl -2.957 -5.253 0.298
C -2.941 -3.951 1.373
Cl -3.951 -4.348 2.722
H -1.895 -3.896 1.674
H -3.516 -3.149 0.910
Cl 2.217 -2.393 6.358
C 1.117 -1.876 5.070
Cl -0.640 -2.051 5.443
H 1.258 -0.803 4.937
H 1.458 -2.359 4.154

Cartesian forces (eV/Å) of the 2 atoms listed first:
C -0.510 0.025 -0.773
O 0.087 1.128 0.458

These are the Mulliken partial charges, in e, on atoms 1 to 99:
1. C -0.036
2. O -0.455
3. C -0.717
4. C 0.150
5. C -1.045
6. N -0.765
7. H -0.159
8. H 0.328
9. H -0.015
10. H 0.294
11. H 0.464
12. H 0.449
13. H 0.392
14. H 0.370
15. H -0.110
16. H 0.342
17. H 0.319
18. C -0.626
19. O -0.301
20. C -0.899
21. C 1.452
22. C -1.476
23. N -0.787
24. H 0.057
25. H 0.363
26. H 0.325
27. H 0.474
28. H 0.292
29. H -0.339
30. H 0.097
31. H 0.389
32. H 0.403
33. H 0.294
34. H 0.264
35. C -0.735
36. O -0.330
37. C -0.667
38. C 0.566
39. C -1.171
40. N -0.791
41. H 0.302
42. H 0.221
43. H 0.286
44. H 0.462
45. H 0.300
46. H 0.111
47. H 0.193
48. H 0.481
49. H 0.344
50. H 0.283
51. H 0.289
52. C -0.650
53. O 0.129
54. C -0.583
55. C 0.671
56. C -0.535
57. N 0.170
58. H 0.272
59. H -0.053
60. H 0.380
61. H -0.111
62. H 0.439
63. H -0.309
64. H -0.010
65. H 0.062
66. H 0.185
67. H 0.033
68. H -0.220
69. Br -0.103
70. C -0.687
71. C -0.493
72. Br -0.147
73. H 0.391
74. H 0.398
75. H 0.336
76. H 0.346
77. Br -0.106
78. C -0.791
79. C -0.303
80. Br -0.167
81. H 0.573
82. H 0.358
83. H 0.068
84. H 0.419
85. Br -0.162
86. C -0.292
87. C 0.395
88. Br -0.172
89. H 0.491
90. H -0.129
91. H -0.557
92. H 0.457
93. Br -0.176
94. C -0.455
95. C -0.323
96. Br -0.109
97. H 0.155
98. H 0.422
99. H 0.487

***

Entry 2:
Here is a 11-piece molecular cluster, C29H70Br2N7O16 overall from the Open Molecules 2025 dataset. Energies are from ωB97M-V with the def2-TZVPD basis set.

Properties
E_tot	-7881.2929	Eh
LUMO level (spin up / spin down)	-0.1 / -0.1	eV
spin multiplicity	2
highest occupied orbital energy (spin up / spin down)	-7.69 / -8.77	eV
frontier orbital gap (spin up / spin down)	7.60 / 8.67	eV

Element x y z (Å)
C -21.957 23.011 -6.645
C -22.640 23.641 -7.876
C -22.347 25.131 -7.793
C -22.577 25.929 -9.062
C -21.759 25.314 -10.306
C -22.126 23.874 -10.545
N -22.062 23.103 -9.175
O -21.986 21.752 -9.353
C -21.046 23.236 -11.513
C -23.595 23.658 -10.936
C -24.138 23.433 -7.828
H -22.305 21.981 -6.560
H -22.312 23.487 -5.731
H -20.880 23.178 -6.634
H -21.278 25.170 -7.583
H -22.806 25.708 -6.990
H -22.202 26.937 -8.886
H -23.640 25.942 -9.303
H -20.685 25.435 -10.162
H -21.955 25.805 -11.260
H -20.884 23.786 -12.440
H -21.350 22.218 -11.759
H -20.118 23.180 -10.944
H -24.395 24.197 -10.429
H -23.808 22.592 -10.850
H -23.775 23.913 -11.981
H -24.621 23.904 -6.971
H -24.441 22.388 -7.755
H -24.652 23.826 -8.705
C -16.899 22.791 -8.499
N -18.300 22.910 -8.926
O -18.888 21.906 -9.380
O -18.826 23.929 -8.696
H -16.456 23.786 -8.522
H -16.376 22.061 -9.117
H -16.759 22.531 -7.450
C -18.133 27.528 -6.579
N -18.402 27.644 -8.015
O -19.521 27.415 -8.382
O -17.424 27.865 -8.771
H -18.563 28.405 -6.094
H -17.059 27.632 -6.431
H -18.578 26.631 -6.148
C -21.227 30.296 -9.066
N -22.283 31.148 -8.445
O -23.218 30.565 -7.891
O -22.125 32.381 -8.641
H -21.168 29.387 -8.468
H -20.296 30.858 -8.988
H -21.564 29.992 -10.057
C -18.174 19.570 -12.012
N -19.496 19.444 -12.739
O -19.489 18.980 -13.872
O -20.389 20.129 -12.183
H -18.049 20.590 -11.650
H -17.347 19.423 -12.706
H -18.367 18.843 -11.224
C -20.569 18.770 -8.385
N -20.180 18.771 -6.969
O -19.441 17.824 -6.612
O -20.619 19.702 -6.240
H -21.104 17.890 -8.743
H -19.690 18.861 -9.023
H -21.182 19.661 -8.517
C -18.933 28.786 -12.657
N -20.027 27.877 -12.301
O -20.408 27.147 -13.193
O -20.354 28.010 -11.129
H -18.833 29.575 -11.912
H -19.065 29.218 -13.649
H -17.987 28.249 -12.597
Br -25.331 26.412 -12.269
C -27.335 26.286 -12.213
C -27.750 26.170 -13.687
Br -29.745 25.916 -13.964
H -27.766 27.106 -11.639
H -27.606 25.394 -11.648
H -27.316 25.267 -14.116
H -27.465 27.027 -14.297
C -25.204 20.262 -13.849
C -25.237 21.388 -14.872
O -24.365 22.407 -14.508
C -24.356 23.556 -15.408
C -22.996 24.343 -15.172
H -25.188 20.716 -12.858
H -26.092 19.639 -13.960
H -24.337 19.628 -14.034
H -24.877 21.063 -15.848
H -26.217 21.852 -14.980
H -24.176 23.257 -16.441
H -25.222 24.212 -15.317
H -22.308 23.791 -15.814
H -22.710 24.444 -14.126
H -22.958 25.339 -15.614
C -27.498 19.076 -2.337
C -27.643 20.154 -3.408
O -26.301 20.541 -3.862
C -26.343 21.597 -4.840
C -27.203 21.332 -6.086
H -26.775 18.280 -2.521
H -27.164 19.401 -1.352
H -28.399 18.465 -2.289
H -28.139 19.652 -4.239
H -28.309 20.931 -3.033
H -26.588 22.551 -4.373
H -25.330 21.702 -5.229
H -26.986 20.481 -6.732
H -27.175 22.259 -6.658
H -28.281 21.358 -5.926
C -22.302 28.387 -5.296
C -22.062 27.346 -4.244
O -20.921 26.646 -4.733
C -20.631 25.520 -3.849
C -19.112 25.362 -3.827
H -21.417 29.002 -5.131
H -22.280 28.134 -6.356
H -23.203 28.919 -4.988
H -21.797 27.750 -3.267
H -22.846 26.626 -4.012
H -21.104 25.692 -2.882
H -21.087 24.612 -4.245
H -18.913 24.696 -4.666
H -18.722 24.866 -2.938
H -18.491 26.245 -3.981

Cartesian forces (eV/Å) of the 2 atoms listed first:
C -0.839 -0.276 -0.327
C 0.033 0.312 0.272

These are the Mulliken partial charges, in e, on atoms 1 to 99:
1. C -1.798
2. C 1.968
3. C -0.907
4. C -0.809
5. C -1.619
6. C 2.313
7. N 1.391
8. O -0.639
9. C -1.867
10. C -1.095
11. C -1.925
12. H 0.409
13. H 0.279
14. H 0.296
15. H -0.051
16. H 0.533
17. H -0.061
18. H 0.589
19. H 0.325
20. H 0.413
21. H 0.257
22. H 0.556
23. H 0.178
24. H 0.021
25. H 0.366
26. H -0.166
27. H 0.376
28. H 0.480
29. H -0.039
30. C -1.072
31. N 0.743
32. O -0.290
33. O -0.380
34. H 0.353
35. H 0.343
36. H 0.314
37. C -0.880
38. N 0.791
39. O -0.219
40. O -0.597
41. H 0.314
42. H 0.369
43. H 0.172
44. C -0.248
45. N 0.876
46. O -0.515
47. O -0.559
48. H -0.152
49. H 0.291
50. H 0.269
51. C -0.629
52. N 0.770
53. O -0.523
54. O -0.389
55. H 0.162
56. H 0.302
57. H 0.269
58. C -0.181
59. N 0.936
60. O -0.575
61. O -0.496
62. H 0.323
63. H 0.083
64. H -0.064
65. C -0.931
66. N 0.941
67. O -0.529
68. O -0.363
69. H 0.306
70. H 0.331
71. H 0.297
72. Br -0.091
73. C -0.492
74. C -0.529
75. Br -0.198
76. H 0.414
77. H 0.343
78. H 0.149
79. H 0.395
80. C -1.021
81. C -0.322
82. O -0.122
83. C -0.329
84. C -0.849
85. H 0.176
86. H 0.365
87. H 0.287
88. H 0.292
89. H 0.304
90. H 0.392
91. H 0.154
92. H 0.369
93. H -0.051
94. H 0.402
95. C -1.341
96. C -0.108
97. O -0.355
98. C 0.054
99. C -1.184

***

Entry 3:
Here is a 6-piece molecular cluster, C29H72BN14O10 overall from the Open Molecules 2025 dataset. Energies are from ωB97M-V with the def2-TZVPD basis set.

Properties
E_tot	-2692.0076	Eh
LUMO level	-2.0	eV
highest occupied orbital energy	-10.28	eV
frontier orbital gap	8.29	eV
net charge	+1

Element x y z (Å)
C -1.592 0.582 4.748
C -1.317 0.358 3.227
B -1.998 1.501 2.357
O -2.385 2.632 3.053
C -2.183 1.432 0.721
C -3.679 1.338 0.324
C -4.684 1.911 1.335
C -5.150 0.858 2.347
N -5.206 1.414 3.712
C -1.563 0.075 0.301
C -0.032 0.218 0.144
C 0.596 -1.169 -0.080
C 2.147 -1.167 0.074
C 2.542 -2.319 1.032
C 4.045 -2.630 1.020
O 4.342 -3.912 0.437
C 3.922 -3.984 -0.862
C 2.882 -5.036 -1.172
O 4.372 -3.289 -1.682
C 0.115 1.053 -1.176
C -0.590 2.422 -1.082
O -1.143 2.872 -2.267
C -2.156 2.049 -2.846
C -1.816 1.628 -4.273
N -0.950 0.446 -4.322
C -1.674 -0.792 -4.037
C -0.729 -1.960 -4.366
C -1.051 -3.250 -3.579
O -0.734 -2.231 -5.771
N -1.422 2.617 0.160
C -2.265 3.857 0.038
C -1.413 5.126 -0.119
C -2.378 6.330 -0.249
N -2.305 7.006 -1.547
H -2.651 0.814 4.875
H -0.978 1.372 5.175
H -1.450 -0.363 5.272
H -0.226 0.324 3.109
H -1.724 -0.638 3.016
H -3.238 2.471 3.504
H -3.926 0.283 0.189
H -3.913 1.788 -0.643
H -4.409 2.842 1.827
H -5.578 2.168 0.753
H -4.351 0.085 2.368
H -6.097 0.402 2.046
H -5.561 2.365 3.696
H -5.840 0.846 4.263
H -1.905 -0.753 0.920
H -1.921 -0.153 -0.713
H 0.473 0.686 0.995
H 0.335 -1.489 -1.093
H 0.181 -1.866 0.652
H 2.497 -0.205 0.451
H 2.575 -1.393 -0.904
H 2.160 -2.069 2.026
H 1.965 -3.186 0.698
H 4.397 -2.702 2.049
H 4.621 -1.850 0.517
H 2.530 -5.455 -0.228
H 3.379 -5.828 -1.736
H 2.035 -4.627 -1.716
H 1.180 1.177 -1.370
H -0.302 0.418 -1.957
H 0.254 3.104 -0.946
H -2.455 1.174 -2.266
H -3.060 2.667 -2.942
H -2.793 1.349 -4.714
H -1.456 2.474 -4.857
H -0.653 0.369 -5.293
H -1.944 -0.884 -2.981
H -2.577 -0.894 -4.660
H 0.278 -1.621 -4.101
H -1.895 -3.156 -2.894
H -1.262 -4.031 -4.310
H -0.152 -3.570 -3.049
H 0.160 -2.066 -6.093
H -0.753 2.886 0.884
H -2.819 4.017 0.960
H -3.010 3.776 -0.749
H -0.837 5.244 0.803
H -0.795 5.100 -1.014
H -2.142 7.059 0.532
H -3.420 6.016 -0.105
H -1.516 6.697 -2.103
H -2.169 8.004 -1.424
C -4.402 -3.074 3.128
O -3.440 -2.316 3.125
N -4.576 -4.047 4.056
N -5.390 -2.997 2.186
H -5.364 -4.668 4.064
H -3.870 -4.144 4.775
H -5.292 -2.289 1.483
H -6.190 -3.600 2.164
C -1.084 -5.361 4.591
O -2.063 -5.024 5.236
N -1.167 -5.749 3.286
N 0.170 -5.379 5.124
H -0.377 -6.032 2.738
H -2.079 -5.746 2.865
H 0.264 -5.100 6.084
H 0.988 -5.655 4.613
C 7.661 -5.520 -2.849
O 7.075 -6.302 -3.581
N 8.998 -5.584 -2.614
N 7.008 -4.507 -2.201
H 9.493 -4.944 -2.010
H 9.507 -6.315 -3.075
H 6.021 -4.430 -2.353
H 7.461 -3.850 -1.594
C 10.680 -3.177 0.063
O 10.723 -3.820 -0.974
N 10.201 -3.700 1.227
N 11.110 -1.887 0.138
H 10.158 -3.191 2.090
H 9.879 -4.651 1.205
H 11.470 -1.474 -0.704
H 11.086 -1.340 0.977
C -2.187 10.972 -1.601
O -1.906 10.110 -0.781
N -1.237 11.636 -2.317
N -3.472 11.340 -1.862
H -1.444 12.346 -2.993
H -0.279 11.390 -2.146
H -4.197 10.870 -1.350
H -3.725 12.044 -2.529

Cartesian forces (eV/Å) of the 2 atoms listed first:
C -0.362 -0.432 -0.688
C -0.544 0.198 0.897

These are the Mulliken partial charges, in e, on atoms 1 to 99:
1. C -1.722
2. C 0.262
3. B -0.310
4. O -0.581
5. C 1.746
6. C -1.329
7. C -1.395
8. C 0.410
9. N -0.526
10. C -2.586
11. C -0.013
12. C -1.270
13. C -0.466
14. C -0.833
15. C -0.808
16. O -0.444
17. C 0.876
18. C -0.862
19. O -0.625
20. C -0.192
21. C -0.723
22. O -0.352
23. C 0.242
24. C -1.528
25. N -0.308
26. C -0.462
27. C 0.084
28. C -0.996
29. O -0.584
30. N 0.822
31. C -1.098
32. C -0.618
33. C -0.507
34. N -0.648
35. H 0.376
36. H 0.317
37. H 0.410
38. H 0.250
39. H 0.221
40. H 0.404
41. H 0.763
42. H 0.313
43. H 0.523
44. H 0.513
45. H -0.454
46. H 0.325
47. H 0.191
48. H 0.285
49. H 1.236
50. H 0.341
51. H 0.685
52. H -0.331
53. H 0.760
54. H 0.510
55. H 0.234
56. H 0.509
57. H 0.406
58. H 0.384
59. H 0.330
60. H 0.362
61. H 0.364
62. H 0.010
63. H 0.626
64. H -0.402
65. H 0.694
66. H -0.071
67. H 0.353
68. H 0.469
69. H 0.530
70. H 0.349
71. H -0.011
72. H 0.666
73. H 0.413
74. H 0.309
75. H 0.504
76. H -0.182
77. H 0.386
78. H 0.850
79. H 0.575
80. H 0.275
81. H 0.286
82. H 0.272
83. H 0.329
84. H 0.317
85. H 0.228
86. H 0.272
87. C 0.587
88. O -0.563
89. N -0.386
90. N -0.359
91. H 0.128
92. H 0.252
93. H 0.195
94. H 0.177
95. C 0.712
96. O -0.687
97. N -0.365
98. N -0.424
99. H 0.160

***

| no. | largest force on an atom (eV Å⁻¹) |
| --- | --- |
| 1 | 4.1 |
| 2 | 4.2 |
| 3 | 3.5 |